No. 1
The following is a quantum chemistry calculation of a cluster of 3 separate species, C5H15NO3 in total at a distorted geometry, from the OMol25 dataset.

DFT total energy: -479.87195 hartree
LUMO level: 0.20 eV
Kohn-Sham gap: 8.30 eV
Structure (SMILES): CCNCCC=O.O.O
HOMO: -0.2976 Eh

```
24
Properties=species:S:1:pos:R:3:forces:R:3
C -2.1124 1.8225 -0.2633 0.54 -1.96 -1.43
C -1.8359 0.2596 -0.2994 0.30 -1.51 1.26
N -1.5877 -0.3562 1.0205 0.79 -0.40 0.25
C -0.7925 -1.5963 0.9606 -0.78 -0.20 1.57
C 0.7627 -1.6181 0.8536 -0.94 5.65 -1.74
C 1.3210 -0.8196 2.0110 -3.86 -1.08 3.15
O 0.5476 -0.4271 2.9092 2.15 0.15 -1.84
H -2.4829 2.2439 0.6580 -0.69 -0.55 0.36
H -1.2067 2.4063 -0.4131 0.13 -0.05 -0.54
H -2.8249 1.8898 -1.1091 0.40 0.96 0.59
H -0.9360 -0.1815 -0.8824 -1.46 1.69 -0.08
H -2.7530 -0.3043 -0.6567 0.85 1.00 -0.27
H -1.5570 0.2030 1.8644 0.40 -0.12 -0.49
H -1.3646 -2.2057 0.2849 0.55 -0.42 -1.22
H -0.9428 -2.2339 1.8605 -0.23 0.90 0.02
H 1.1170 -2.5392 1.1084 1.21 -2.92 -0.35
H 1.2328 -1.0693 -0.0637 -0.73 -1.77 0.97
H 2.3363 -1.0011 2.2929 1.42 0.60 -0.27
O 3.3668 -0.2440 -1.8001 0.23 1.56 4.14
H 2.9524 0.1284 -2.5260 -1.19 0.42 -3.08
H 3.0067 0.5337 -1.2147 1.47 -2.45 -0.87
O 1.3643 1.3463 -2.3322 -1.14 0.24 2.50
H 1.0013 1.6193 -1.4197 0.66 -0.56 -2.24
H 1.3875 2.1435 -2.8437 -0.09 0.81 -0.38
```
Forces are in eV/Å.


No. 2
The following is a quantum chemistry calculation of a cluster of 2 separate species, C5H15NOS in total at a distorted geometry, from the OMol25 dataset.

DFT total energy: -727.63227 hartree
LUMO level: 0.68 eV
Kohn-Sham gap: 9.28 eV
Structure (SMILES): CNCCCCS.O
HOMO: -0.3158 Eh

```
23
Properties=species:S:1:pos:R:3:forces:R:3
C 0.5305 1.1251 2.4856 -1.01 -0.88 2.18
N -0.7092 0.3280 2.5986 1.72 0.00 -0.19
C -0.7767 -0.8285 1.7661 -1.44 -2.07 -0.21
C -1.6185 -0.7430 0.4649 -0.03 1.41 0.37
C -1.1589 0.4801 -0.3540 -0.48 -0.76 -1.26
C 0.1231 0.2229 -1.1618 -0.07 -0.78 0.01
S -0.1203 0.3907 -2.9564 0.71 1.25 -0.52
H 0.5740 1.7904 1.6288 0.40 0.12 0.00
H 0.6011 1.5928 3.4780 -0.06 1.00 -0.61
H 1.3684 0.4418 2.6317 0.12 -0.08 -1.01
H -1.5406 0.8667 2.7413 -0.29 -0.02 -0.25
H 0.1963 -1.2532 1.5047 0.48 0.93 -0.12
H -1.1094 -1.7216 2.3432 -0.51 0.54 -0.03
H -2.6901 -0.5322 0.5985 0.19 -0.36 0.77
H -1.5863 -1.6966 -0.0653 0.28 0.13 -0.26
H -1.9147 0.7186 -1.1132 -0.05 -0.25 0.18
H -1.1704 1.3922 0.2403 0.52 -0.15 0.33
H 0.5180 -0.7946 -1.0654 -0.41 -0.04 0.39
H 0.9672 0.8296 -0.8566 0.07 0.49 -0.35
H -0.7507 -0.7155 -3.3327 -0.16 -0.49 0.54
O 3.1688 -1.0246 0.0203 0.65 0.32 0.03
H 3.5216 -1.8426 0.3631 0.34 -0.30 0.15
H 2.2452 -1.2063 -0.0656 -0.96 -0.02 -0.14
```
Forces are in eV/Å.


No. 3
The following is a quantum chemistry calculation of a cluster of 2 separate species, C5H15NOS in total, from the OMol25 dataset.

DFT total energy: -727.66493 hartree
LUMO level: 0.86 eV
Kohn-Sham gap: 9.83 eV
Structure (SMILES): CC(C)O.NCCS
HOMO: -0.3294 Eh

```
23
Properties=species:S:1:pos:R:3:forces:R:3
C -2.2441 -2.2920 0.4470 0.08 0.02 0.00
C -2.6795 -0.9139 -0.0125 0.01 0.19 0.13
C -1.5724 -0.1774 -0.7409 0.00 -0.05 -0.25
O -3.0595 -0.1591 1.1520 0.24 -0.18 0.03
H -3.0629 -2.7961 0.9577 0.00 -0.06 0.00
H -1.4088 -2.2018 1.1435 -0.01 0.04 0.04
H -1.9091 -2.9013 -0.3934 -0.07 -0.01 -0.03
H -3.5492 -1.0105 -0.6689 -0.01 -0.02 -0.05
H -1.2449 -0.7371 -1.6185 0.05 -0.05 0.05
H -0.7119 -0.0415 -0.0864 0.00 -0.04 0.05
H -1.8861 0.8062 -1.0923 -0.11 0.01 0.11
H -3.9350 0.1974 1.0241 -0.24 0.13 -0.05
N 3.0227 1.4984 1.5776 -0.12 0.01 0.05
C 2.0439 1.1420 0.5436 0.26 -0.08 -0.03
C 2.7551 1.0112 -0.7950 0.08 0.08 -0.35
S 1.5455 0.7773 -2.1508 0.15 -0.08 0.10
H 2.7995 2.3866 2.0018 0.04 0.07 -0.02
H 3.0364 0.8193 2.3236 0.02 -0.06 0.01
H 1.2570 1.8957 0.4737 -0.07 -0.05 -0.01
H 1.5790 0.1822 0.7765 -0.15 0.07 0.02
H 3.3426 1.9037 -1.0036 -0.04 0.05 0.12
H 3.4385 0.1651 -0.7683 -0.03 -0.05 0.03
H 2.4435 0.4454 -3.0908 -0.06 0.05 0.05
```
Forces are in eV/Å.


No. 4
The following is a quantum chemistry calculation of a cluster of 4 separate species, C5H16IN2O5 in total at a distorted geometry, from the OMol25 dataset.

DFT total energy: -983.58174 hartree
Total charge: -1
LUMO level: 3.10 eV
Kohn-Sham gap: 7.87 eV
HOMO: -0.1753 Eh

```
29
Properties=species:S:1:pos:R:3:forces:R:3
I 33.8918 -5.0172 3.9142 0.40 0.08 -0.04
C 29.1809 -5.6043 4.2375 1.95 0.81 -1.45
C 29.8825 -4.5160 3.3948 -0.97 -0.62 -0.65
O 30.8526 -5.0686 2.5313 -0.34 0.36 0.10
O 28.9144 -6.6888 3.3924 -1.82 -1.12 -0.11
H 28.2973 -5.0618 4.5736 -0.36 -0.78 0.55
H 29.8665 -6.0119 4.9804 -0.32 0.61 0.76
H 30.1197 -3.6516 4.0149 0.85 -0.05 0.06
H 29.1593 -4.1559 2.6631 -0.49 0.18 0.16
H 31.6448 -5.2715 3.0342 0.78 -0.05 0.26
H 29.4597 -6.7097 2.6026 0.48 0.64 0.16
C 37.6033 -5.7786 0.0522 2.35 1.66 0.87
C 36.7192 -5.1987 1.0966 -0.09 0.35 0.84
O 35.4826 -4.7728 0.5988 -0.06 -0.21 -0.67
O 37.0792 -6.8426 -0.5898 -1.42 -1.78 -1.51
H 38.5293 -6.0972 0.5308 0.15 -0.03 0.32
H 37.9383 -5.0979 -0.7304 -0.02 0.90 0.20
H 37.1387 -4.3430 1.6256 0.80 0.01 -0.03
H 36.5729 -5.9696 1.8531 -0.10 -0.23 0.13
H 34.9649 -4.7350 1.4064 -1.00 0.18 0.23
H 36.5539 -6.3795 -1.2465 -0.68 -0.88 -0.30
C 32.1096 -7.7416 6.9099 -3.88 0.62 2.48
O 31.1203 -7.0471 7.0304 -1.15 1.35 -0.67
N 33.1805 -7.5269 6.3237 5.73 1.91 -5.29
N 32.2411 -8.7736 7.7070 -1.22 -4.30 4.02
H 33.8458 -8.2833 6.2506 0.06 0.49 0.01
H 33.1972 -6.8304 5.5925 0.36 0.29 -0.32
H 31.4574 -8.7468 8.3435 0.03 -0.77 0.03
H 32.5824 -9.6897 7.4533 0.00 0.35 -0.14
```
Forces are in eV/Å.


No. 5
The following is a quantum chemistry calculation of a structure of composition C5H16IrNO at a distorted geometry, from the OMol25 dataset.

DFT total energy: -433.76704 hartree
Total charge: +1
2S+1: 6
LUMO level (spin up / spin down): -3.12 / -6.73 eV
Kohn-Sham gap (spin up / spin down): 4.79 / 7.80 eV
HOMO (spin up / spin down): -0.2907 / -0.5339 Eh

```
24
Properties=species:S:1:pos:R:3:forces:R:3
C 1.8616 1.0803 -0.6507 3.18 3.68 -0.97
Ir 0.1105 -0.0733 -0.1566 2.42 -1.46 -0.33
N -0.8666 -0.7411 -1.8021 -0.82 -0.43 -3.58
H -0.1889 1.2010 0.7508 -1.08 1.83 0.90
H 1.8043 0.1802 -0.0631 1.64 -1.13 0.71
H 2.3892 1.7106 0.0759 0.50 0.25 -0.44
H 1.0718 1.7630 -0.9868 -0.74 -0.18 0.12
H 2.4224 0.8391 -1.5377 0.70 -0.09 -0.22
H -1.8482 -0.5026 -1.8853 -0.33 0.12 -0.11
H -0.7939 -1.7662 -1.8494 0.06 0.48 0.15
H -0.4049 -0.3913 -2.6517 -0.25 -0.19 -0.05
C -1.9064 -2.0715 2.6728 -0.51 0.07 -0.49
C -2.5859 -0.6858 2.5976 1.07 0.26 -0.08
C -2.4944 -0.2592 1.1269 -1.54 -0.03 0.39
O -1.4168 -1.0664 0.5230 -4.17 -1.75 3.26
C -1.0378 -2.1716 1.4090 -0.15 -1.05 0.95
H -1.3034 -2.1735 3.5691 0.08 0.04 0.04
H -2.6444 -2.8763 2.6860 0.05 0.10 -0.07
H -1.9880 0.0125 3.1938 -0.16 -0.01 -0.09
H -3.5965 -0.6539 2.9863 -0.16 -0.14 -0.10
H -3.4210 -0.4726 0.5633 0.44 -0.02 0.22
H -2.2294 0.8022 1.0065 -0.10 -0.55 -0.02
H 0.0351 -2.0569 1.6258 -0.24 -0.04 -0.17
H -1.1978 -3.1073 0.8654 0.10 0.26 -0.01
```
Forces are in eV/Å.


No. 6
The following is a quantum chemistry calculation of a cluster of 2 separate species, C5H16N2 in total, from the OMol25 dataset.

DFT total energy: -309.57991 hartree
LUMO level: 1.01 eV
Kohn-Sham gap: 9.79 eV
Structure (SMILES): CN(C)C.CCN
HOMO: -0.3227 Eh

```
23
Properties=species:S:1:pos:R:3:forces:R:3
C 0.1666 0.0533 2.2354 -0.17 0.01 -0.27
N 0.0915 0.9135 1.0560 -0.04 0.39 0.68
C -1.3076 1.2016 0.7527 -0.05 -0.27 -0.07
C 0.7506 2.1767 1.3572 0.09 0.36 -0.06
H -0.2603 -0.9253 2.0111 -0.01 0.00 0.01
H -0.3955 0.4920 3.0749 0.09 -0.06 0.08
H 1.2075 -0.0760 2.5251 0.02 -0.05 0.04
H -1.3893 1.9882 0.0063 0.12 0.01 -0.08
H -1.7962 0.3177 0.3462 -0.01 -0.07 0.03
H -1.8446 1.5252 1.6568 -0.03 0.04 0.00
H 0.8502 2.7693 0.4467 0.10 -0.05 -0.03
H 1.7330 2.0304 1.8061 0.06 -0.17 -0.21
H 0.1844 2.7983 2.0680 -0.15 -0.11 0.10
C -0.4910 -2.4790 -1.9438 0.29 -0.03 0.00
C 0.6690 -1.5156 -2.1763 -0.45 -0.12 0.07
N 0.2923 -0.1637 -1.7476 0.58 0.12 -0.02
H -1.3950 -2.0970 -2.4157 -0.03 0.00 0.04
H -0.2555 -3.4595 -2.3618 -0.06 -0.04 0.02
H -0.6668 -2.6080 -0.8748 -0.13 0.03 0.02
H 1.5451 -1.8916 -1.6402 0.18 -0.04 -0.09
H 0.8988 -1.5209 -3.2440 0.08 0.16 0.04
H 0.4991 -0.0401 -0.7524 -0.34 -0.07 -0.13
H 0.9137 0.5107 -2.1861 -0.12 -0.04 -0.15
```
Forces are in eV/Å.


No. 7
The following is a quantum chemistry calculation of a cluster of 2 separate species, C5H16N2O in total at a distorted geometry, from the OMol25 dataset.

DFT total energy: -384.77383 hartree
LUMO level: 0.61 eV
Kohn-Sham gap: 9.04 eV
Structure (SMILES): CNCCCCN.O
HOMO: -0.3097 Eh

```
24
Properties=species:S:1:pos:R:3:forces:R:3
C -0.7414 2.4824 1.5292 -2.77 -0.77 -1.00
N 0.4856 2.4100 0.8547 3.15 -2.06 -2.30
C 0.6598 1.3042 -0.2015 -1.75 -0.12 0.90
C 1.3759 -0.0423 0.1733 0.37 0.38 0.52
C 0.5939 -1.1843 0.9283 1.77 -0.16 -2.25
C -0.7252 -1.5345 0.2761 1.03 -0.21 -1.58
N -0.4190 -2.6408 -0.6474 -1.71 -1.06 4.30
H -0.7470 3.3411 2.1623 -0.24 0.73 0.37
H -1.6070 2.5561 0.7340 1.60 0.35 1.34
H -1.1106 1.6297 2.1262 0.60 -0.19 0.14
H 1.3890 2.4118 1.3605 -1.36 0.29 0.26
H 1.0699 1.7466 -1.1178 0.32 -0.06 0.34
H -0.3788 1.0069 -0.4644 0.47 0.38 -0.04
H 2.2575 0.2028 0.7993 -0.23 -0.10 -0.31
H 1.7888 -0.5028 -0.7292 -0.08 0.31 -0.20
H 0.5780 -0.8951 1.9283 -0.51 0.25 1.90
H 1.2548 -2.1267 0.7964 -1.07 1.55 0.64
H -1.4622 -1.8293 0.9258 -1.34 -1.43 2.13
H -1.2700 -0.6591 -0.1092 0.61 0.02 -0.80
H -1.1256 -3.2855 -0.9023 -1.05 -0.18 0.09
H 0.0197 -2.3814 -1.4188 2.21 1.65 -3.96
O -0.7801 -0.9058 -2.6967 1.18 2.10 -0.79
H -0.8745 -1.0483 -3.6524 -0.03 0.02 0.32
H -0.2313 -0.0559 -2.6549 -1.17 -1.71 -0.01
```
Forces are in eV/Å.


No. 8
The following is a quantum chemistry calculation of a cluster of 2 separate species, C5H16N2O in total at a distorted geometry, from the OMol25 dataset.

DFT total energy: -384.82305 hartree
LUMO level: 0.91 eV
Kohn-Sham gap: 10.27 eV
Structure (SMILES): CCNCCCN.O
HOMO: -0.3441 Eh

```
24
Properties=species:S:1:pos:R:3:forces:R:3
C 2.4166 0.7404 1.6818 0.67 -0.37 0.73
C 1.0358 0.1136 1.5706 0.55 -0.46 -0.60
N 0.7022 -0.0056 0.1331 -0.96 0.53 0.35
C -0.6227 -0.5820 -0.0925 -1.00 -0.29 -0.82
C -1.1133 -0.2319 -1.5014 0.97 0.75 -1.42
C -1.8757 1.1023 -1.5552 -0.44 -0.27 0.58
N -3.2904 0.9851 -1.1453 0.89 0.76 -1.25
H 2.9977 0.4656 2.5724 -0.59 -0.17 0.21
H 3.0466 0.3428 0.8846 -0.10 0.56 -0.36
H 2.3784 1.8275 1.7440 0.06 0.04 -0.62
H 1.0556 -0.9247 1.9077 -0.08 0.12 0.41
H 0.3160 0.6881 2.1623 -0.23 -0.14 -0.09
H 0.5841 0.9371 -0.2439 0.58 -0.08 0.03
H -0.6763 -1.6715 -0.0032 0.52 0.05 0.39
H -1.3959 -0.1804 0.5823 0.20 -0.11 0.30
H -0.2693 -0.1157 -2.2064 0.34 0.05 0.62
H -1.6155 -1.0320 -2.0525 -0.66 -0.03 0.63
H -1.4139 1.8007 -0.8470 0.04 -0.07 0.05
H -1.7732 1.6242 -2.5056 -0.22 -0.35 -0.30
H -3.7009 0.1541 -1.5386 -0.16 -0.17 0.24
H -3.3119 0.9977 -0.1569 -0.49 -0.36 0.95
O 2.2526 -2.7179 0.1757 -0.32 -0.86 -0.31
H 1.5298 -2.2388 -0.2433 0.22 0.33 0.07
H 2.7436 -2.0788 0.6770 0.22 0.56 0.20
```
Forces are in eV/Å.


Question: Among the records above, which one has the lowest DFT total energy?
Answer: C5H16IN2O5


Question: What is the formula in the fifth record?
Answer: C5H16IrNO


Question: Among the records above, which one has the lowest DFT total energy?
Answer: C5H16IN2O5